Formula: C7H14BBrO5P
Source: OMol25
Level of theory: ωB97M-V with the def2-TZVPD basis set

Summary:
* charge: -1
* spin multiplicity: 1
* orbital gap: 7.22 eV

Structure (XYZ):
```
29
Properties=species:S:1:pos:R:3:forces:R:3:lowdin_charge:R:1
C 1.84493 -2.14376 1.44657 -0.5 -0.3 -0.3 -0.0405
C 0.71230 -1.49082 0.95752 1.0 0.0 0.7 -0.2118
C 0.55155 -0.00545 1.05963 0.8 -0.5 -2.4 -0.1308
B -0.08794 0.78400 -0.26146 0.3 0.6 2.0 -0.7507
C 0.64516 2.27943 -0.45462 0.0 0.0 0.5 -0.1167
C 2.12100 2.35283 -0.55221 0.2 0.4 -2.2 -0.7555
O 2.73981 2.38017 -1.57246 -0.2 -0.2 1.1 0.0101
Br 3.26992 2.53374 1.10176 -0.3 0.0 0.2 0.5514
O -1.47121 1.20370 0.04858 0.3 -0.5 -0.9 -0.0875
C -2.50348 0.27778 -0.03618 -1.2 0.1 0.6 -0.3040
C -2.79222 -0.50128 1.26637 -0.2 0.4 -0.8 -0.0773
P 0.15321 -0.16430 -1.94588 -0.6 0.2 -1.1 0.5569
O -0.43507 0.59512 -3.05781 -0.1 0.3 -0.4 -0.3000
O -0.51113 -1.68798 -1.99689 0.5 0.3 0.4 -0.1844
O 1.73942 -0.46145 -2.27298 -0.5 -0.4 0.5 -0.1548
H 2.80267 -2.16714 0.93886 0.7 1.8 1.0 0.0288
H 1.77422 -2.73133 2.36167 -0.4 -1.7 -1.1 0.0282
H -0.06393 -2.13502 0.54182 -1.2 0.2 1.6 0.0818
H -0.10866 0.13960 1.91811 -0.1 -0.1 0.0 0.1137
H 1.52619 0.37309 1.37757 0.0 0.1 0.0 0.0415
H 0.22797 2.70158 -1.36701 0.3 0.0 -0.3 0.1103
H 0.25933 2.88549 0.36330 0.2 -0.2 0.3 0.1054
H -3.42556 0.85379 -0.19073 0.0 0.1 -0.2 0.1081
H -2.47821 -0.42089 -0.87840 0.5 0.0 -0.1 0.1014
H -3.76892 -0.96804 1.12324 0.0 -0.3 0.1 0.0642
H -2.90964 0.23620 2.05848 0.3 -0.2 0.3 0.0719
H -2.05113 -1.26304 1.48435 0.1 0.0 0.2 0.0479
H 0.17238 -2.33974 -1.81837 0.0 -0.3 0.0 0.0416
H 2.06703 -1.11623 -1.64280 0.3 0.1 0.1 0.0509
```
Positions in Å, forces in eV/Å.

=====

Formula: C7H14BI2NOPt
Source: OMol25
Level of theory: ωB97M-V with the def2-TZVPD basis set

Summary:
* charge: +2
* spin multiplicity: 1
* orbital gap: 2.62 eV

Structure (XYZ):
```
27
Properties=species:S:1:pos:R:3:forces:R:3:lowdin_charge:R:1
C -0.11237 2.09030 1.76129 0.1 -0.1 0.1 -0.0558
C 1.23224 1.97474 1.06847 0.5 0.1 -0.4 -0.1934
N 1.17427 1.28196 -0.22877 -1.3 -0.2 0.0 0.1312
B 1.03918 -0.15035 -0.27516 0.8 -0.2 0.0 -0.4527
C 2.38530 -0.96040 -0.22525 -0.4 0.2 0.7 -0.0973
C 2.23681 -2.43183 -0.05913 0.2 -0.3 -0.2 -0.8488
O 2.45769 -3.23210 -0.89225 0.0 -0.2 -0.3 0.0814
I 1.50225 -3.07643 1.85660 -0.1 0.0 0.3 0.9788
C -0.37414 -0.90527 -0.35024 0.2 1.3 0.0 -0.1628
C -1.57751 -0.26967 -0.96234 -0.9 -2.0 -1.0 -0.7936
C -2.74809 -1.25481 -1.11292 0.1 0.5 -0.1 -0.1233
I -1.23227 0.64876 -2.86427 -0.7 1.1 0.9 1.3796
H 0.01069 2.73246 2.62555 -0.1 0.1 0.2 0.1013
H -0.48030 1.13395 2.11932 -0.1 -0.2 0.0 0.0834
H -0.85163 2.56551 1.11632 -0.2 0.1 -0.2 0.0505
H 1.93805 1.44528 1.69650 0.1 -0.1 0.2 0.1314
H 1.62353 2.96933 0.89146 0.2 0.2 0.0 0.1354
H 0.61824 1.79614 -0.90626 0.0 0.3 0.1 0.0725
H 2.92869 -0.75531 -1.14518 0.1 0.1 -0.2 0.1450
H 2.96794 -0.55363 0.60004 0.2 0.1 0.1 0.1267
H -0.28473 -1.87074 -0.84657 0.1 -0.2 -0.2 0.1438
H -0.62042 -1.12315 0.68940 0.0 -0.2 0.2 0.1057
H -1.97746 0.57552 -0.19134 0.2 0.4 0.6 0.0361
H -2.51582 -1.93506 -1.92315 0.1 -0.4 0.0 0.0986
H -3.66815 -0.75866 -1.39348 -0.3 0.1 0.1 0.0772
H -2.87211 -1.81153 -0.19315 -0.1 -0.1 0.2 0.1150
Pt -2.79988 1.87501 -0.85550 1.0 -0.3 -1.0 0.7344
```
Positions in Å, forces in eV/Å.